Formula: C10H8BrF
Source: OMol25
Level of theory: the ωB97M-V functional and the def2-TZVPD basis

Each line ends with the natural charge from an NBO analysis.
Element x y z (Å)
C -2.37 -0.37 0.81  -0.193
C -1.97 -1.67 0.49  -0.219
C -1.53 0.75 0.70  -0.228
C -0.57 -1.88 0.17  -0.172
C -0.26 0.58 0.19  0.032
C 0.19 -0.75 -0.07  -0.111
C 0.89 1.54 -0.24  -0.403
C 1.49 -0.77 -0.65  -0.098
C 2.18 0.53 -0.54  -0.378
C 3.23 0.53 0.55  0.364
F 2.92 -0.16 1.72  -0.356
Br 4.90 -0.13 -0.10  0.016
H -3.39 -0.12 1.17  0.213
H -2.65 -2.48 0.78  0.220
H -1.99 1.69 0.69  0.210
H -0.12 -2.87 0.12  0.218
H 0.75 2.02 -1.13  0.217
H 0.91 2.24 0.61  0.230
H 1.99 -1.64 -0.93  0.201
H 2.62 0.82 -1.43  0.238

**Lowest unoccupied orbital energy (spin up / spin down)**: -0.61 / -0.56 eV
**F_max**: 4.23 eV/A
**Highest occupied orbital energy (spin up / spin down)**: -0.271 / -0.321 hartree
**Energy**: -3059.599745 a.u.
**Total charge**: 0
**Relative energy (zero: lowest compared OMol25 entry of this formula, charge and spin)**: 0.0 kJ/mol


Formula: C6H5N5O4STi
Source: OMol25
Level of theory: the ωB97M-V functional and the def2-TZVPD basis

Each line ends with the Mulliken charge.
Element x y z (Å)
Ti -0.92 0.17 -1.25  1.690
N 3.21 -0.47 -1.27  0.185
C 2.17 -0.33 -2.06  -0.099
N 1.08 -0.29 -1.29  -0.144
C 1.57 -0.44 0.00  0.137
N 2.86 -0.54 0.03  -0.508
C 0.65 -0.43 1.14  0.292
C 1.03 -0.55 2.46  -0.186
N 0.12 -0.54 3.43  -0.417
C -1.15 -0.40 3.11  -0.335
C -1.57 -0.25 1.79  -0.111
N -0.66 -0.27 0.81  -0.227
H 4.19 -0.53 -1.53  0.247
H 2.21 -0.25 -3.14  0.475
H 2.07 -0.66 2.74  0.466
H -1.88 -0.40 3.92  0.399
H -2.61 -0.12 1.52  0.601
O -3.05 0.82 -0.83  -0.371
S -2.67 1.35 -2.15  1.177
O -3.42 2.18 -2.97  -0.420
O -2.05 0.04 -2.76  -0.440
O -1.19 1.90 -1.70  -0.411

**Lowest unoccupied orbital energy**: -10.76 eV
**F_max**: 0.72 eV/A
**Highest occupied orbital energy**: -0.660 hartree
**Energy**: -2053.433587 a.u.
**Total charge**: +2
**Relative energy (zero: lowest compared OMol25 entry of this formula, charge and spin)**: 6.3 kJ/mol


What did the second record say?
Formula: C6H5N5O4STi
Source: OMol25
Level of theory: the ωB97M-V functional and the def2-TZVPD basis

Each line ends with the Mulliken charge.
Element x y z (Å)
Ti -0.92 0.17 -1.25  1.690
N 3.21 -0.47 -1.27  0.185
C 2.17 -0.33 -2.06  -0.099
N 1.08 -0.29 -1.29  -0.144
C 1.57 -0.44 0.00  0.137
N 2.86 -0.54 0.03  -0.508
C 0.65 -0.43 1.14  0.292
C 1.03 -0.55 2.46  -0.186
N 0.12 -0.54 3.43  -0.417
C -1.15 -0.40 3.11  -0.335
C -1.57 -0.25 1.79  -0.111
N -0.66 -0.27 0.81  -0.227
H 4.19 -0.53 -1.53  0.247
H 2.21 -0.25 -3.14  0.475
H 2.07 -0.66 2.74  0.466
H -1.88 -0.40 3.92  0.399
H -2.61 -0.12 1.52  0.601
O -3.05 0.82 -0.83  -0.371
S -2.67 1.35 -2.15  1.177
O -3.42 2.18 -2.97  -0.420
O -2.05 0.04 -2.76  -0.440
O -1.19 1.90 -1.70  -0.411

**Lowest unoccupied orbital energy**: -10.76 eV
**F_max**: 0.72 eV/A
**Highest occupied orbital energy**: -0.660 hartree
**Energy**: -2053.433587 a.u.
**Total charge**: +2
**Relative energy (zero: lowest compared OMol25 entry of this formula, charge and spin)**: 6.3 kJ/mol